The following is a quantum chemistry calculation of 2 unconnected molecules or ions with the total composition C3H9O, from the Open Molecules 2025 dataset.

```
13
Properties=species:S:1:pos:R:3
C 0.796 -1.312 0.159
O 0.270 -0.257 -0.510
C -0.073 -1.654 1.407
H 1.817 -1.296 0.619
H 0.879 -2.120 -0.553
H 0.215 -2.604 1.874
H -1.079 -1.751 0.981
H -0.065 -0.777 2.063
C -0.538 2.355 -1.225
H -0.819 2.652 -0.208
H -1.256 1.619 -1.581
H 0.444 1.898 -1.168
H -0.591 3.248 -1.859
```

Properties
Total charge: -1
Max |F|: 1.54 eV/Å

The following is a quantum chemistry calculation of a molecular structure, C3H9O11P2SW, from the Open Molecules 2025 dataset.

```
27
Properties=species:S:1:pos:R:3
W 1.816 0.071 -0.494
O 3.820 -0.245 2.735
S 2.986 -0.059 1.628
O 3.154 1.178 0.749
O 1.505 -0.144 1.765
O 3.141 -1.080 0.418
C -1.827 0.128 -1.566
C -1.651 0.092 -0.044
O -2.935 0.041 0.541
P -0.782 -1.484 0.360
O -1.740 -2.552 -0.232
O -0.724 -1.785 1.875
O 0.588 -1.539 -0.386
P -0.773 1.580 0.585
O -1.518 2.755 -0.126
O -0.691 1.621 2.037
O 0.633 1.477 -0.292
H -2.469 -0.698 -1.865
H -0.898 0.050 -2.115
H -2.313 1.063 -1.833
H -2.896 0.290 1.478
H -1.728 -3.443 0.141
H -0.142 -1.192 2.394
H -1.717 3.495 0.463
C 2.251 0.148 -2.352
H 1.807 0.692 -3.183
H 3.104 -0.458 -2.680
```

Properties
Total charge: +1
Max |F|: 1.78 eV/Å

The following is a quantum chemistry calculation of 3 unconnected molecules or ions with the total composition C3H9O2P, from the Open Molecules 2025 dataset.

```
15
Properties=species:S:1:pos:R:3
H 1.213 -1.439 4.356
H 1.742 -0.934 4.347
C 1.025 -1.755 -0.782
P 1.148 -0.353 0.147
O 0.691 0.657 -0.996
C 0.435 2.008 -0.650
H 0.763 -1.781 -1.779
H 1.053 -2.850 -0.469
H 0.855 2.557 -1.387
H 0.413 2.162 0.462
H -0.628 2.151 -0.745
C -2.195 -0.114 -0.676
O -2.416 1.017 -0.446
H -2.872 -0.775 -1.165
H -1.228 -0.552 -0.217
```

Properties
SMILES string: [H][H].C=POC.C=O
Max |F|: 4.45 eV/Å

The following is a quantum chemistry calculation of 2 unconnected molecules or ions with the total composition C3H9O2S, from the Open Molecules 2025 dataset.

```
15
Properties=species:S:1:pos:R:3
C -1.198 -0.627 0.606
O -0.523 -0.843 1.813
C -0.873 0.535 -0.414
C 0.585 0.547 -0.829
S 0.802 1.656 -2.228
H -1.107 -1.454 -0.172
H -2.211 -0.627 0.988
H -1.283 1.710 -0.268
H -1.516 0.335 -1.390
H 1.307 0.875 -0.026
H 0.842 -0.475 -1.222
H -0.078 2.636 -1.834
H 2.399 -1.366 2.100
H 0.949 -1.267 1.553
O 1.903 -1.635 1.325
```

Properties
Total charge: -1
Max |F|: 3.38 eV/Å

The following is a quantum chemistry calculation of 3 unconnected molecules or ions with the total composition C3H9O3S, from the Open Molecules 2025 dataset.

```
16
Properties=species:S:1:pos:R:3
O 3.920 0.671 -0.508
C 2.890 1.218 -0.654
C 1.471 0.811 -0.157
C 0.443 1.723 -0.705
S -1.313 -1.408 1.855
H 2.887 1.942 -1.483
H 1.279 -0.273 -0.288
H 1.608 0.941 0.886
H -0.555 1.699 -0.146
H 0.781 2.794 -0.592
H -1.931 -2.538 3.249
H 0.264 1.264 -1.676
O -2.480 -2.302 2.524
H -2.630 -1.725 -0.289
H -3.599 -2.713 -1.057
O -3.034 -2.103 -0.959
```

Properties
Total charge: -1
Max |F|: 9.16 eV/Å

The following is a quantum chemistry calculation of 3 unconnected molecules or ions with the total composition C3H9O4S, from the Open Molecules 2025 dataset.

```
17
Properties=species:S:1:pos:R:3
O 0.014 1.907 0.505
C 0.266 0.979 -0.446
O 0.074 1.347 -1.588
C -0.638 -0.339 -0.143
C 0.224 -1.161 0.723
S 1.700 -1.604 -0.023
H -1.520 -0.061 0.429
H -0.920 -0.870 -1.065
H 0.377 -0.595 1.653
H -0.398 -1.965 1.110
H 1.359 0.553 -0.212
H -0.415 1.542 1.356
H -1.550 0.875 3.327
O -1.236 0.670 2.435
H 0.422 0.190 -2.776
H 1.267 -0.920 -2.235
O 0.973 -0.546 -3.051
```

Properties
Total charge: -1
Max |F|: 3.75 eV/Å

Number 1: orbital gap 6.68 eV. Number 2: orbital gap 8.32 eV. Number 3: orbital gap 9.09 eV. Number 4: orbital gap 6.58 eV. Number 5: orbital gap 5.36 eV. Number 6: orbital gap 5.27 eV.